No. 1
Formula: C4H8BNO2
Source: OMol25
Level of theory: ωB97M-V with the def2-TZVPD basis set

Values from the calculation:
LUMO level in eV: -0.165
HOMO level in eV: -9.91
Structure (SMILES): BN(C(C)=O)C(C)=O

Last column: Mulliken charge in e.
Geometry (Å):
1 B 0.758 -1.697 0.521  0.06
2 N 0.041 -0.406 0.290  0.09
3 C 0.851 0.368 -0.633  0.54
4 C 1.895 1.200 0.051  -1.16
5 O 0.713 0.321 -1.783  -0.46
6 C -1.285 -0.604 -0.220  0.63
7 C -2.276 0.475 0.102  -1.12
8 O -1.630 -1.547 -0.814  -0.48
9 H 1.334 -1.928 1.536  -0.03
10 H 0.800 -2.504 -0.352  -0.02
11 H 2.302 1.943 -0.610  0.35
12 H 1.432 1.618 0.934  0.34
13 H 2.665 0.526 0.412  0.29
14 H -2.286 1.245 -0.661  0.26
15 H -3.252 0.031 0.177  0.36
16 H -2.064 0.957 1.050  0.36

No. 2
Formula: C4H8BO4
Source: OMol25
Level of theory: ωB97M-V with the def2-TZVPD basis set

Values from the calculation:
LUMO level in eV: 3.459
Charge: -1
HOMO level in eV: -4.17
Structure (SMILES): CC(C)(B(O)O)C(=O)[O-]

Last column: Mulliken charge in e.
Geometry (Å):
1 B -0.101 -0.361 1.380  0.55
2 C 1.419 -0.439 -0.772  0.52
3 C -0.943 -0.526 -1.100  -1.55
4 C -0.002 1.778 -0.341  -1.61
5 C 0.040 0.280 -0.114  0.94
6 O 1.983 0.208 -1.594  -0.69
7 O 1.652 -1.605 -0.429  -0.74
8 O -0.811 0.314 2.360  -0.64
9 O 0.309 -1.593 1.647  -0.71
10 H -0.916 0.033 -1.920  0.59
11 H -0.518 -1.602 -1.246  0.29
12 H -2.016 -0.571 -0.709  0.26
13 H -0.248 2.032 -1.353  0.37
14 H 0.995 2.043 -0.117  0.40
15 H -0.620 2.137 0.530  0.31
16 H -1.095 -0.408 3.003  0.27
17 H 0.873 -1.722 0.773  0.45

No. 3
Formula: C4H8Br2Si
Source: OMol25
Level of theory: ωB97M-V with the def2-TZVPD basis set

Values from the calculation:
LUMO level (spin up / spin down) in eV: -0.654 / -0.656
HOMO level (spin up / spin down) in eV: -8.44 / -8.45

Last column: Mulliken charge in e.
Geometry (Å):
1 C -0.943 1.864 -2.078  -0.39
2 C -0.466 0.686 -2.202  -0.41
3 C -0.584 -1.512 1.443  -1.05
4 C 0.265 -0.275 1.651  -0.35
5 Si 1.301 0.020 0.004  0.54
6 Br 2.559 1.759 0.352  -0.24
7 Br 2.451 -1.916 -0.432  -0.29
8 H -1.542 2.403 -2.877  0.23
9 H -0.544 2.483 -1.358  0.20
10 H -0.648 -0.158 -2.833  0.31
11 H -0.082 -2.502 1.795  0.27
12 H -1.589 -1.653 1.968  0.30
13 H -0.873 -1.585 0.417  0.30
14 H 1.004 -0.384 2.530  0.31
15 H -0.308 0.770 1.621  0.27

No. 4
Formula: C4H8Br2Si
Source: OMol25
Level of theory: ωB97M-V with the def2-TZVPD basis set

Values from the calculation:
<S²>: 2.01
LUMO level (spin up / spin down) in eV: 0.280 / -2.152
Spin multiplicity: 3
HOMO level (spin up / spin down) in eV: -5.92 / -10.59

Last column: Mulliken charge in e.
Geometry (Å):
1 C 0.481 0.413 -0.139  0.23
2 C -0.691 -0.063 0.739  -0.59
3 C -1.755 0.530 1.497  -0.06
4 C 1.735 -0.257 0.349  -1.39
5 Si -0.085 -0.185 -1.849  0.46
6 Br -2.357 2.303 1.298  -0.09
7 Br -2.845 -0.735 2.556  -0.13
8 H 0.459 1.465 -0.071  0.49
9 H -0.626 -1.196 0.786  0.33
10 H 2.619 0.206 -0.019  0.36
11 H 1.676 -1.306 0.132  0.39
12 H 1.810 -0.224 1.430  0.36
13 H 0.982 0.313 -2.630  -0.15
14 H -1.211 0.513 -2.418  -0.13
15 H -0.190 -1.777 -1.661  -0.07

Calculated ΔE to the lowest compared entry with this formula, charge and spin, 65.2, 5.7, 70.7, 42.1 kcal per mole (same order as the records).
Calculated DFT total energy, -387.27209, -483.18485, -5594.67375, -5594.52951 Ha (same order as the records).